No. 1
The following is a quantum chemistry calculation of one molecule with the formula C4H8O in a non-equilibrium geometry, from the Open Molecules 2025 dataset.

The geometry in XYZ format:
```
13
Properties=species:S:1:pos:R:3:forces:R:3
O 1.5360 1.7561 -0.9785 -0.286 -1.379 0.047
C 1.1923 0.5738 -0.1868 0.613 -2.239 -0.560
C -0.2629 0.1515 -0.1063 0.580 1.312 -0.512
C -1.1951 -0.2489 1.0069 0.189 1.263 0.879
C -0.7516 -1.2249 -0.0016 -1.217 -2.941 -1.269
H 1.7866 1.5604 -1.9183 -0.534 -0.274 1.537
H 1.5196 0.6486 0.8267 0.706 1.060 0.613
H 1.6565 -0.4250 -0.4801 0.333 1.639 -0.475
H -0.8483 0.8389 -0.6661 -0.306 0.129 -1.201
H -1.0498 -0.2136 2.0721 0.897 -0.714 0.218
H -2.0214 0.3727 0.8196 -1.699 -0.098 -0.147
H -1.4361 -1.7269 -0.7599 0.541 1.132 0.946
H -0.1258 -2.0628 0.3722 0.181 1.108 -0.074
```
Forces are in eV/Å.

Properties
- multiplicity = 1
- energy above the lowest of the compared OMol25 structures with the same formula, charge and spin (kcal/mol) = 56.15
- LUMO energy (eV) = 0.987
- E_tot (Eh) = -232.35615
- structure (SMILES) = OCC1CC1
- HOMO-LUMO gap (eV) = 10.89

From a natural (NBO) analysis of the wavefunction, the atomic charges in e read:
1 O -0.727
2 C -0.067
3 C -0.258
4 C -0.421
5 C -0.422
6 H 0.480
7 H 0.180
8 H 0.166
9 H 0.217
10 H 0.215
11 H 0.208
12 H 0.209
13 H 0.219



No. 2
The following is a quantum chemistry calculation of an isolated ion of composition C10H19FN3 and charge +1 in a non-equilibrium geometry, from the Open Molecules 2025 dataset.

The geometry in XYZ format:
```
33
Properties=species:S:1:pos:R:3:forces:R:3
C -0.1755 -0.1000 0.5055 -0.015 3.406 -3.704
C 0.7725 2.0850 -0.9893 -2.864 -4.101 -0.560
C -3.4343 0.7127 0.6873 1.405 -0.058 -0.075
C 1.3483 0.6957 -1.3018 0.009 2.115 -1.444
C -3.2786 -0.7316 0.1160 -1.459 0.891 -0.165
C -0.8108 1.8715 -0.9226 2.208 -1.396 0.433
C -2.0778 1.0730 1.2657 0.521 3.877 -2.789
C 3.6504 -2.4430 0.8959 1.817 0.953 1.567
C 2.8138 -1.2316 0.8513 -1.798 3.730 0.768
C 1.6992 -1.4229 -0.1793 0.404 -0.119 -1.642
N 0.8343 -0.2263 -0.3558 -0.989 -3.193 3.131
N -2.6043 -0.6928 -1.1210 -0.257 -0.037 -1.759
N -1.0194 0.9543 0.2628 1.571 -2.320 0.869
F -3.5344 -0.2989 -2.0953 0.470 -0.154 0.752
H 1.0777 2.2277 -0.0224 0.837 1.232 2.428
H 1.0238 2.8415 -1.6297 0.736 1.763 -1.671
H -3.7970 1.4941 -0.0339 -0.044 -1.012 0.877
H -3.9076 0.6132 1.6345 -1.876 0.229 0.277
H 1.1574 0.3486 -2.3608 -0.044 0.144 1.150
H 2.4043 0.6893 -1.1330 0.830 0.209 -0.258
H -2.5089 -1.2302 0.7318 -1.070 -0.491 0.205
H -4.3372 -1.1412 -0.0106 1.601 -0.176 0.453
H -1.1914 2.8242 -0.6757 -1.203 0.792 0.165
H -1.1687 1.4150 -1.8577 -0.227 0.339 0.471
H -1.9621 2.1140 1.6047 -0.818 -0.023 0.008
H -1.8072 0.5157 2.0734 0.608 -1.996 2.085
H 4.2516 -2.3624 0.0401 0.752 -0.750 -1.608
H 4.4097 -2.2678 1.6718 -0.313 -0.471 0.178
H 3.2006 -3.4105 1.0289 -0.449 -0.146 -0.061
H 3.3938 -0.1766 0.7096 -0.844 -2.684 -0.294
H 2.2617 -0.9270 1.7663 0.382 -0.854 0.093
H 2.1790 -1.4319 -1.1768 -0.192 -0.949 0.374
H 1.1371 -2.3808 0.0203 0.313 1.253 -0.256
```
Forces are in eV/Å.

Properties
- multiplicity = 1
- energy above the lowest of the compared OMol25 structures with the same formula, charge and spin (kcal/mol) = 126.48
- LUMO energy (alpha / beta) (eV) = -3.784 / -6.855
- E_tot (Eh) = -656.06425
- charge = +1
- HOMO-LUMO gap (alpha / beta) (eV) = 9.89 / 6.11

From a natural (NBO) analysis of the wavefunction, the atomic charges in e read:
1 C 0.548
2 C -0.391
3 C -0.413
4 C -0.232
5 C -0.347
6 C -0.223
7 C -0.208
8 C -0.636
9 C -0.391
10 C -0.214
11 N -0.364
12 N 0.100
13 N -0.359
14 F -0.252
15 H 0.208
16 H 0.244
17 H 0.246
18 H 0.243
19 H 0.245
20 H 0.229
21 H 0.228
22 H 0.261
23 H 0.236
24 H 0.245
25 H 0.221
26 H 0.220
27 H 0.220
28 H 0.238
29 H 0.232
30 H 0.207
31 H 0.207
32 H 0.209
33 H 0.242



No. 3
The following is a quantum chemistry calculation of C17H14ClCoNO3S as an isolated structure in a non-equilibrium geometry, from the Open Molecules 2025 dataset.

The geometry in XYZ format:
```
38
Properties=species:S:1:pos:R:3:forces:R:3
C -0.7490 3.3099 1.8090 -0.410 -0.592 -0.507
C -1.8112 2.9220 0.9555 0.798 0.572 -1.341
C -1.2364 2.5523 -0.3319 -0.037 0.354 0.975
H -2.8739 2.9313 1.1593 0.288 0.053 0.082
C 0.1938 2.6838 -0.1967 -1.107 0.370 0.630
C 0.4716 3.0891 1.1364 -0.629 0.809 -0.936
H 1.4378 3.3373 1.5278 0.209 -0.140 0.064
H -0.8815 3.7246 2.7999 0.127 -0.308 0.049
H -1.8109 2.3359 -1.2303 0.221 0.062 0.161
H 0.8773 2.6681 -1.0217 0.376 -0.406 -0.117
Co -0.9128 0.7493 0.8706 -0.196 2.082 0.454
Cl -2.7421 0.4046 1.9607 -1.030 -1.259 0.732
C -3.9033 -1.7187 -1.1551 -2.012 1.281 0.933
C -3.1995 -1.3627 -2.3487 -0.751 0.645 -0.332
C -3.7842 -0.1659 -2.8678 -1.121 0.629 0.826
H -2.3920 -1.9286 -2.8036 -0.190 0.201 0.177
C -4.8305 0.2350 -1.9778 1.714 -0.065 -2.168
C -4.9056 -0.7295 -0.9215 1.754 -2.711 0.400
H -5.6118 -0.7179 -0.0945 0.297 0.018 -0.187
H -3.7182 -2.6020 -0.5489 0.023 0.383 -0.084
H -3.4939 0.3409 -3.7855 -0.046 -0.095 0.332
H -5.4737 1.1062 -2.0958 0.248 -0.246 0.041
O 2.0328 1.0409 2.0634 0.633 -1.989 -0.674
C 1.9655 0.0954 1.2588 -1.056 2.036 1.047
N 0.7285 -0.1721 0.6638 1.046 -1.119 -1.365
S 0.6571 -0.7779 -0.9145 1.153 -0.120 1.639
O 1.6849 -2.0623 -0.5335 0.344 -0.336 -0.573
O -0.6194 -1.4402 -1.1425 0.375 0.376 0.524
C 2.8867 -1.8493 0.0995 -0.213 -1.681 -0.320
C 3.7809 -2.9443 -0.0727 -0.124 0.479 -0.215
C 5.0608 -2.8358 0.4403 -0.408 0.803 -0.054
C 5.3836 -1.6881 1.1965 0.074 0.141 1.074
C 4.4087 -0.7658 1.6010 -0.529 0.048 -1.190
C 3.1279 -0.7887 0.9605 0.554 -0.648 0.102
H 3.4312 -3.8228 -0.6486 0.291 0.748 0.377
H 5.8048 -3.6003 0.2402 -0.067 0.096 0.095
H 6.4010 -1.5595 1.5970 -0.541 -0.226 -0.162
H 4.6152 0.0059 2.3516 -0.059 -0.245 -0.490
```
Forces are in eV/Å.

Properties
- multiplicity = 5
- energy above the lowest of the compared OMol25 structures with the same formula, charge and spin (kcal/mol) = 0.00
- LUMO energy (alpha / beta) (eV) = 2.755 / 1.115
- E_tot (Eh) = -3177.80249
- charge = -1
- HOMO-LUMO gap (alpha / beta) (eV) = 6.65 / 5.43

From a natural (NBO) analysis of the wavefunction, the atomic charges in e read:
1 C -0.335
2 C -0.326
3 C -0.496
4 H 0.230
5 C -0.363
6 C -0.288
7 H 0.218
8 H 0.208
9 H 0.229
10 H 0.209
11 Co 1.285
12 Cl -0.734
13 C -0.311
14 C -0.034
15 C -0.388
16 H 0.216
17 C -0.138
18 C -0.198
19 H 0.214
20 H 0.220
21 H 0.209
22 H 0.202
23 O -0.596
24 C 0.636
25 N -1.040
26 S 1.660
27 O -0.701
28 O -0.929
29 C 0.324
30 C -0.244
31 C -0.201
32 C -0.258
33 C -0.145
34 C -0.216
35 H 0.225
36 H 0.211
37 H 0.206
38 H 0.236